No. 1
ORCA calculation (the ωB97M-V functional and the def2-TZVPD basis) on C2H6N2O in the gas phase in a non-equilibrium geometry.

relative energy (zero: lowest compared OMol25 entry of this formula, charge and spin) = 493.5 kJ/mol

CARTESIAN COORDINATES (ANGSTROEM)
1 H 0.030318 2.400969 -1.040391
2 N -0.072901 1.437655 -0.934100
3 C -0.849515 1.255597 -0.043855
4 N -0.962127 -0.072577 0.305026
5 O -0.103571 -0.831545 -0.402427
6 C 0.973201 -1.293660 0.146886
7 H -1.407412 2.103873 0.541240
8 H -1.650657 -0.787344 0.493586
9 H 0.946527 -1.769456 1.296799
10 H 1.714014 -0.520461 0.297078
11 H 1.382124 -1.923049 -0.659843

Forces on the atoms, in the same order (eV/Å):
H 0.5397 2.0084 -0.6850
N 3.7770 1.4121 -4.1270
C -4.6854 -0.1490 4.3057
N -0.2180 -1.1865 2.4771
O -3.3508 -0.5767 -3.5879
C 4.4723 -1.7109 3.8428
H 0.6398 -2.0480 -0.7750
H -1.2664 1.6225 0.5344
H -0.5493 0.5015 -2.9957
H 0.5255 0.6151 0.0695
H 0.1156 -0.4884 0.9411

---

No. 2
ORCA calculation (the ωB97M-V functional and the def2-TZVPD basis) on C15H20F3N3 in the gas phase in a non-equilibrium geometry.

total energy = -1047.4569 Ha

CARTESIAN COORDINATES (ANGSTROEM)
1 C 4.962065 -1.746141 0.677465
2 N 3.581977 -1.148230 0.657107
3 C 3.314062 -0.197072 1.767096
4 C 1.838679 0.225931 1.811473
5 N 1.332280 0.662650 0.501493
6 C 0.008536 1.177340 0.499835
7 N -0.287541 2.104840 1.417935
8 C -1.526336 2.648900 1.422013
9 C -2.463625 2.295105 0.475653
10 C -2.204066 1.297228 -0.445611
11 C -3.320076 0.986369 -1.429952
12 C -4.588177 0.314238 -0.802857
13 C -4.408040 -1.127464 -0.362014
14 F -5.607674 -1.632372 -0.044771
15 F -3.526122 -1.187404 0.694058
16 F -3.910587 -1.912177 -1.334913
17 C -0.965964 0.686563 -0.414988
18 C -0.625694 -0.439593 -1.352637
19 C 0.681975 -1.183170 -0.974206
20 C 1.743124 -0.072742 -0.701939
21 C 3.190129 -0.629583 -0.648135
22 H 5.260516 -2.252183 1.631873
23 H 5.722974 -1.003898 0.406613
24 H 5.019043 -2.487218 -0.075938
25 H 3.607758 -0.708734 2.727171
26 H 3.934872 0.676961 1.627098
27 H 1.204108 -0.595135 2.203880
28 H 1.809119 1.053551 2.514917
29 H -1.835658 3.406490 2.184998
30 H -3.443411 2.760921 0.506804
31 H -2.956854 0.341377 -2.230927
32 H -3.612628 1.937077 -1.902931
33 H -5.408257 0.338993 -1.517677
34 H -4.923345 0.867609 0.097015
35 H -1.408378 -1.152864 -1.349246
36 H -0.575822 -0.028887 -2.381487
37 H 0.985167 -1.781715 -1.803089
38 H 0.489492 -1.795139 -0.080856
39 H 1.755659 0.521618 -1.566347
40 H 3.280064 -1.414307 -1.464409
41 H 3.876658 0.192269 -0.939568

Forces on the atoms, in the same order (eV/Å):
C -0.9382 1.1052 0.6691
N 0.2759 -1.1017 0.7979
C -0.0166 -1.4041 -0.6209
C 0.3826 -0.4964 -0.1074
N 0.0012 0.7898 -0.2276
C -0.2399 -0.0391 0.1770
N -0.4605 0.3041 0.2318
C 0.4260 -0.2597 -0.0545
C -0.4044 0.3857 0.5950
C -0.3715 0.1827 -0.0471
C -0.1308 -0.5812 0.1426
C 0.5593 0.6825 0.2516
C 0.6381 1.0556 -0.1799
F 0.3249 -0.2862 0.6611
F -1.1195 -0.4256 -0.7030
F 0.1304 -0.0410 0.1144
C 0.8108 0.0021 -0.1182
C 1.0348 0.2578 -0.2322
C -0.4939 1.6707 0.4653
C -0.2568 -2.6901 1.7111
C 0.3288 0.1118 0.0088
H -0.6793 0.7337 -0.5859
H 0.1179 0.1934 0.2412
H -0.1306 -0.8762 -0.8542
H -0.3927 0.5954 -0.9003
H 0.3411 0.6504 0.1218
H 0.3357 0.1985 -0.0835
H -0.4035 0.1163 -0.0562
H 0.8523 -0.7579 -0.5533
H 0.0547 0.0740 -0.0740
H -0.0308 0.0275 -0.0214
H -0.0744 -0.3443 0.2123
H -0.0017 -0.0912 -0.0733
H 0.1933 -0.2559 -0.4497
H -0.9940 -0.6986 -0.0737
H 0.1881 -0.2863 0.3303
H 0.2269 -0.6993 -0.5027
H 0.3175 0.0851 -0.2636
H -0.2630 1.4246 -1.0329
H -0.0657 0.7179 1.1096
H -0.0727 -0.0298 -0.0252